[1]
The following is a quantum chemistry calculation of a single C19H17ClF3NO3 molecule, from OMol25.

```
44
Properties=species:S:1:pos:R:3:mulliken_charge:R:1
C -1.765 -4.836 1.231 -1.384
C -1.473 -3.386 0.867 -0.045
C -0.980 -3.272 -0.576 -0.632
C -0.659 -1.862 -0.996 0.536
O 0.219 -1.572 -1.779 -0.695
O -1.462 -0.970 -0.430 -0.213
C -1.324 0.408 -0.810 -0.083
C -0.102 1.019 -0.076 0.391
O -0.179 1.542 1.006 -0.574
N 1.045 0.880 -0.801 -0.057
C 2.301 1.321 -0.373 0.200
C 3.378 0.442 -0.416 -0.626
C 4.633 0.850 0.007 -0.247
C 5.759 -0.144 -0.040 0.989
F 6.961 0.406 0.172 -0.285
F 5.617 -1.113 0.886 -0.254
F 5.832 -0.776 -1.225 -0.261
C 4.834 2.137 0.488 -0.752
C 3.775 3.024 0.506 -0.564
C 2.519 2.633 0.064 0.609
Cl 1.257 3.797 0.002 -0.194
C -2.570 1.150 -0.419 0.348
C -3.143 2.064 -1.293 -0.367
C -4.263 2.779 -0.910 -0.688
C -4.815 2.585 0.346 -0.414
C -4.242 1.675 1.219 -0.706
C -3.120 0.961 0.841 -0.426
H -0.872 -5.446 1.122 0.346
H -2.541 -5.244 0.588 0.337
H -2.103 -4.905 2.262 0.386
H -2.376 -2.786 0.987 0.187
H -0.712 -2.986 1.540 0.308
H -1.755 -3.640 -1.256 0.325
H -0.087 -3.879 -0.735 0.344
H -1.152 0.461 -1.893 0.505
H 1.044 0.132 -1.495 0.341
H 3.226 -0.563 -0.782 0.450
H 5.810 2.445 0.827 0.466
H 3.919 4.036 0.848 0.436
H -2.711 2.218 -2.272 0.397
H -4.705 3.489 -1.592 0.421
H -5.688 3.146 0.643 0.397
H -4.668 1.527 2.200 0.380
H -2.662 0.257 1.518 0.368
```

The HOMO energy is -9.2 eV. Its relative energy (zero: lowest compared OMol25 entry of this formula, charge and spin) is 2.7 kJ/mol. The calculation puts the lowest unoccupied orbital energy at 0.6 eV. The HOMO-LUMO gap is 9.834 eV. The charge is 0. The SMILES is CCCC(=O)O[C@H](C(=O)Nc1cc(C(F)(F)F)ccc1Cl)c1ccccc1.



[2]
The following is a quantum chemistry calculation of a molecular structure, C30H24IrN7O4S, from OMol25.

```
67
Properties=species:S:1:pos:R:3:mulliken_charge:R:1
Ir -0.050 0.048 0.132 2.223
C -4.798 1.284 5.229 -1.738
C -4.329 0.045 4.454 2.204
C -4.817 -1.224 5.164 -1.740
C -4.949 0.083 3.060 -2.072
C -2.804 0.035 4.406 0.207
C -2.097 -0.006 5.631 -0.473
C -0.717 -0.014 5.683 -1.424
C -0.003 0.011 4.499 0.878
S 1.722 0.013 4.314 -0.473
C 1.499 0.041 2.573 0.269
N 0.133 0.059 2.178 0.250
C -0.676 0.043 3.244 -0.935
C -2.093 0.062 3.230 0.581
C 2.459 0.039 1.608 1.179
C 3.875 0.030 1.854 -1.151
C 4.731 0.048 0.796 -0.621
C 4.241 0.077 -0.528 -0.931
C 2.869 0.083 -0.783 -0.160
C 1.945 0.054 0.242 -0.458
H -5.888 1.313 5.258 0.447
H -4.443 2.197 4.749 0.377
H -4.436 1.280 6.257 0.368
H -5.907 -1.241 5.186 0.453
H -4.462 -1.277 6.193 0.366
H -4.471 -2.117 4.641 0.382
H -6.036 0.087 3.142 0.543
H -4.661 -0.792 2.476 0.344
H -4.655 0.981 2.514 0.386
H -2.648 -0.027 6.561 0.428
H -0.203 -0.041 6.634 0.411
H -2.594 0.098 2.280 0.018
H 4.246 0.015 2.870 0.403
H 5.799 0.044 0.966 0.388
H 4.941 0.097 -1.352 0.437
H 2.537 0.113 -1.813 0.289
N -0.068 0.163 -4.038 0.067
C -0.045 -0.609 -2.956 -0.460
N -0.044 0.172 -1.897 -0.111
C -0.068 1.465 -2.391 0.641
N -0.083 1.485 -3.717 -0.900
C -0.063 2.511 -1.428 0.209
C -0.069 3.882 -1.702 -0.472
N -0.050 4.816 -0.785 -0.719
C -0.002 4.360 0.516 -0.509
C 0.012 3.039 0.843 -0.243
N -0.038 2.068 -0.100 0.155
H -0.068 -0.120 -5.005 0.171
H -0.016 -1.685 -2.953 0.584
H -0.093 4.195 -2.741 0.442
H 0.031 5.111 1.292 0.375
H 0.059 2.714 1.873 0.242
O -7.072 -0.236 -0.752 -0.476
C -6.406 -1.243 -0.757 0.395
O -6.494 -2.448 -0.876 -0.416
C -4.793 -0.860 -0.543 0.533
C -4.447 0.477 -0.533 -0.968
C -3.114 0.775 -0.308 -0.482
N -2.205 -0.179 -0.107 -0.043
C -2.555 -1.465 -0.151 0.455
C -3.868 -1.863 -0.365 -0.619
C -1.437 -2.502 0.008 0.212
O -1.738 -3.674 -0.068 -0.726
O -0.259 -2.013 0.169 -0.849
H -5.180 1.253 -0.684 0.568
H -2.755 1.796 -0.287 0.602
H -4.105 -2.915 -0.389 0.688
```

The HOMO energy (alpha / beta) is -5.6 / -8.5 eV. Its relative energy (zero: lowest compared OMol25 entry of this formula, charge and spin) is 0.0 kJ/mol. The calculation puts the lowest unoccupied orbital energy (alpha / beta) at -0.8 / -4.1 eV. The HOMO-LUMO gap (alpha / beta) is 4.835 / 4.390 eV. The charge is 0. Its spin multiplicity is 5.



[3]
The following is a quantum chemistry calculation of a single C6H12O molecule, from OMol25.

```
19
Properties=species:S:1:pos:R:3:mulliken_charge:R:1
C -1.663 -1.033 0.475 -1.521
C -0.749 0.155 0.161 0.764
C -1.410 1.114 -0.835 -1.454
C 0.567 -0.349 -0.402 -0.124
C 1.784 0.546 -0.502 -0.751
C 1.804 -0.640 0.407 -0.303
O 1.902 -0.501 1.794 -0.550
H -1.172 -1.733 1.160 0.357
H -2.606 -0.708 0.928 0.395
H -1.910 -1.578 -0.446 0.346
H -0.555 0.697 1.099 0.112
H -2.376 1.480 -0.467 0.403
H -1.590 0.604 -1.790 0.330
H -0.769 1.979 -1.037 0.348
H 0.424 -1.028 -1.244 0.429
H 2.402 0.553 -1.396 0.253
H 1.692 1.522 -0.022 0.254
H 2.371 -1.513 0.091 0.373
H 1.855 0.436 2.025 0.339
```

The HOMO energy is -9.4 eV. Its relative energy (zero: lowest compared OMol25 entry of this formula, charge and spin) is 115.8 kJ/mol. The calculation puts the lowest unoccupied orbital energy at 1.0 eV. The HOMO-LUMO gap is 10.436 eV. The charge is 0. The SMILES is CC(C)[C@H]1C[C@H]1O.



[4]
The following is a quantum chemistry calculation of 2 unconnected molecules or ions with the total composition C4H9NO at a distorted geometry, from OMol25.

```
15
Properties=species:S:1:pos:R:3:mulliken_charge:R:1
C -1.581 1.113 -0.760 -0.316
N -0.422 0.591 -0.736 -0.475
C -0.305 -0.623 -0.025 0.674
C 0.000 -1.752 -0.676 -0.931
C -0.584 -0.625 1.466 -1.043
H -1.672 1.969 -1.421 0.275
H -2.415 0.794 -0.139 0.241
H 0.063 -1.642 -1.754 0.264
H 0.216 -2.695 -0.217 0.305
H -0.050 0.225 1.890 0.284
H -0.167 -1.544 1.866 0.379
H -1.651 -0.577 1.676 0.300
O 2.426 1.009 0.329 -0.664
H 1.575 0.792 -0.095 0.415
H 2.451 1.933 0.454 0.293
```

The HOMO energy is -9.2 eV. Its relative energy (zero: lowest compared OMol25 entry of this formula, charge and spin) is 222.2 kJ/mol. The calculation puts the lowest unoccupied orbital energy at 0.7 eV. The HOMO-LUMO gap is 9.931 eV. The charge is 0. The SMILES is C=NC(=C)C.O.



[5]
The following is a quantum chemistry calculation of a molecular structure, C3H6O2, from OMol25.

```
11
Properties=species:S:1:pos:R:3:mulliken_charge:R:1
O -1.642 -0.465 -0.304 -0.537
C -1.000 0.716 0.136 -0.163
C 0.431 0.658 0.532 -0.531
C 1.005 -0.705 0.471 -0.143
O 1.241 -0.263 -0.896 -0.393
H -1.203 -0.720 -1.128 0.326
H -1.151 1.538 -0.582 0.259
H -1.495 1.036 1.064 0.331
H 1.546 0.680 -0.739 0.419
H 0.332 -1.563 0.441 0.208
H 1.935 -0.913 1.006 0.224
```

The HOMO energy is -9.0 eV. Its relative energy (zero: lowest compared OMol25 entry of this formula, charge and spin) is 469.0 kJ/mol. The calculation puts the lowest unoccupied orbital energy at 0.5 eV. The HOMO-LUMO gap is 9.481 eV. The charge is 0.



[6]
The following is a quantum chemistry calculation of 2 unconnected molecules or ions with the total composition C9H15N2 at a distorted geometry, from OMol25.

```
26
Properties=species:S:1:pos:R:3:mulliken_charge:R:1
C -1.458 3.179 -0.220 -0.530
C -1.231 2.333 0.836 -0.498
C -1.210 2.629 -1.495 -0.730
C -0.755 1.074 0.791 0.038
C -0.634 1.339 -1.631 -0.666
C -0.314 0.569 -0.466 0.787
C 2.153 0.126 0.669 -1.077
C -1.566 -2.086 0.902 -0.682
C 1.427 -1.082 0.075 -0.324
N -0.179 -1.405 -1.762 -0.636
N 0.108 -0.794 -0.473 0.478
H -2.008 4.160 -0.003 0.328
H -1.538 2.801 1.794 0.302
H -1.485 3.302 -2.325 0.358
H -0.773 0.397 1.656 0.535
H -0.257 1.011 -2.658 0.118
H 3.237 -0.017 0.422 0.347
H 1.846 1.041 0.354 0.396
H 1.982 -0.015 1.772 0.294
H -1.442 -2.623 1.856 0.317
H -2.124 -1.139 0.810 0.415
H -1.458 -2.683 0.024 0.330
H 1.329 -2.002 0.758 0.291
H 2.124 -1.475 -0.742 0.338
H 0.069 -2.376 -1.776 0.284
H 0.213 -0.802 -2.433 0.186
```

The HOMO energy (alpha / beta) is -12.9 / -13.1 eV. Its relative energy (zero: lowest compared OMol25 entry of this formula, charge and spin) is 507.0 kJ/mol. The calculation puts the lowest unoccupied orbital energy (alpha / beta) at -6.6 / -4.9 eV. The HOMO-LUMO gap (alpha / beta) is 6.287 / 8.197 eV. The charge is +1.



[7]
The following is a quantum chemistry calculation of a molecular structure, C19H32CrN6O2SSe2, from OMol25.

```
63
Properties=species:S:1:pos:R:3:mulliken_charge:R:1
Cr 0.415 -0.867 0.900 0.910
O 3.082 -0.833 1.828 -0.324
C 3.894 -1.950 1.445 -1.600
C 3.609 -2.371 0.002 2.435
C 4.913 -3.037 -0.475 -1.287
O 4.827 -3.610 -1.768 -0.546
C 3.363 -1.150 -0.909 -1.278
Se 1.509 -0.632 -1.322 -0.439
C 2.496 -3.439 -0.064 -1.917
Se 1.015 -3.285 1.218 -0.487
H 2.937 -0.894 2.777 0.257
H 3.687 -2.796 2.104 0.472
H 4.948 -1.665 1.551 0.373
H 5.221 -3.793 0.261 0.435
H 5.707 -2.289 -0.534 0.464
H 4.090 -4.231 -1.770 0.370
H 3.803 -1.362 -1.881 0.500
H 3.885 -0.286 -0.495 0.389
H 2.939 -4.416 0.152 0.596
H 2.064 -3.458 -1.064 0.484
N -0.870 2.685 4.428 -0.561
C -0.370 2.485 3.053 0.493
C 0.718 3.458 2.618 -1.369
C 1.233 3.059 1.231 0.054
N 1.789 1.714 1.306 -0.186
C 0.082 3.102 0.227 -1.603
C -1.157 2.301 0.626 0.132
N -0.981 0.862 0.346 -0.139
C -1.542 2.545 2.086 -0.950
H -1.689 1.075 4.882 0.284
H -1.376 3.563 4.499 0.258
H -0.088 2.754 5.072 0.258
H 0.071 1.494 3.014 0.019
H 1.541 3.452 3.341 0.452
H 0.321 4.479 2.587 0.330
H 1.972 3.800 0.902 0.351
H 2.643 1.683 1.850 0.245
H 1.993 1.314 0.391 -0.024
H 0.433 2.767 -0.753 0.515
H -0.218 4.148 0.114 0.492
H -1.990 2.664 0.014 0.261
H -0.764 0.750 -0.643 0.224
H -1.861 0.367 0.476 0.112
H -2.328 1.846 2.388 0.176
H -1.979 3.550 2.148 0.527
S -2.092 -0.265 4.998 -0.320
C -1.163 -0.667 3.650 0.432
N -0.543 -0.871 2.704 -0.179
N -3.742 -3.402 0.176 0.027
C -2.471 -2.951 0.385 -0.602
N -2.224 -1.816 -0.202 -0.075
C -3.408 -1.490 -0.859 0.527
C -3.704 -0.395 -1.671 -0.370
C -4.971 -0.316 -2.214 -0.731
C -5.934 -1.309 -1.966 -0.372
C -5.653 -2.406 -1.176 -0.994
C -4.375 -2.474 -0.631 0.428
H -4.115 -4.274 0.503 0.200
H -1.741 -3.520 0.944 0.339
H -2.952 0.355 -1.884 0.392
H -5.228 0.518 -2.854 0.388
H -6.915 -1.215 -2.414 0.375
H -6.395 -3.174 -0.999 0.376
```

The HOMO energy (alpha / beta) is -6.4 / -6.7 eV. Its relative energy (zero: lowest compared OMol25 entry of this formula, charge and spin) is 120.1 kJ/mol. The calculation puts the lowest unoccupied orbital energy (alpha / beta) at 0.1 / 0.1 eV. The HOMO-LUMO gap (alpha / beta) is 6.559 / 6.811 eV. The charge is 0. Its spin multiplicity is 5.



What did the seventh record say?
The following is a quantum chemistry calculation of a molecular structure, C19H32CrN6O2SSe2, from OMol25.

```
63
Properties=species:S:1:pos:R:3:mulliken_charge:R:1
Cr 0.415 -0.867 0.900 0.910
O 3.082 -0.833 1.828 -0.324
C 3.894 -1.950 1.445 -1.600
C 3.609 -2.371 0.002 2.435
C 4.913 -3.037 -0.475 -1.287
O 4.827 -3.610 -1.768 -0.546
C 3.363 -1.150 -0.909 -1.278
Se 1.509 -0.632 -1.322 -0.439
C 2.496 -3.439 -0.064 -1.917
Se 1.015 -3.285 1.218 -0.487
H 2.937 -0.894 2.777 0.257
H 3.687 -2.796 2.104 0.472
H 4.948 -1.665 1.551 0.373
H 5.221 -3.793 0.261 0.435
H 5.707 -2.289 -0.534 0.464
H 4.090 -4.231 -1.770 0.370
H 3.803 -1.362 -1.881 0.500
H 3.885 -0.286 -0.495 0.389
H 2.939 -4.416 0.152 0.596
H 2.064 -3.458 -1.064 0.484
N -0.870 2.685 4.428 -0.561
C -0.370 2.485 3.053 0.493
C 0.718 3.458 2.618 -1.369
C 1.233 3.059 1.231 0.054
N 1.789 1.714 1.306 -0.186
C 0.082 3.102 0.227 -1.603
C -1.157 2.301 0.626 0.132
N -0.981 0.862 0.346 -0.139
C -1.542 2.545 2.086 -0.950
H -1.689 1.075 4.882 0.284
H -1.376 3.563 4.499 0.258
H -0.088 2.754 5.072 0.258
H 0.071 1.494 3.014 0.019
H 1.541 3.452 3.341 0.452
H 0.321 4.479 2.587 0.330
H 1.972 3.800 0.902 0.351
H 2.643 1.683 1.850 0.245
H 1.993 1.314 0.391 -0.024
H 0.433 2.767 -0.753 0.515
H -0.218 4.148 0.114 0.492
H -1.990 2.664 0.014 0.261
H -0.764 0.750 -0.643 0.224
H -1.861 0.367 0.476 0.112
H -2.328 1.846 2.388 0.176
H -1.979 3.550 2.148 0.527
S -2.092 -0.265 4.998 -0.320
C -1.163 -0.667 3.650 0.432
N -0.543 -0.871 2.704 -0.179
N -3.742 -3.402 0.176 0.027
C -2.471 -2.951 0.385 -0.602
N -2.224 -1.816 -0.202 -0.075
C -3.408 -1.490 -0.859 0.527
C -3.704 -0.395 -1.671 -0.370
C -4.971 -0.316 -2.214 -0.731
C -5.934 -1.309 -1.966 -0.372
C -5.653 -2.406 -1.176 -0.994
C -4.375 -2.474 -0.631 0.428
H -4.115 -4.274 0.503 0.200
H -1.741 -3.520 0.944 0.339
H -2.952 0.355 -1.884 0.392
H -5.228 0.518 -2.854 0.388
H -6.915 -1.215 -2.414 0.375
H -6.395 -3.174 -0.999 0.376
```

The HOMO energy (alpha / beta) is -6.4 / -6.7 eV. Its relative energy (zero: lowest compared OMol25 entry of this formula, charge and spin) is 120.1 kJ/mol. The calculation puts the lowest unoccupied orbital energy (alpha / beta) at 0.1 / 0.1 eV. The HOMO-LUMO gap (alpha / beta) is 6.559 / 6.811 eV. The charge is 0. Its spin multiplicity is 5.